2 unconnected molecules or ions with the total composition C2H3N5O3 at a distorted geometry. Source: the OMol25 dataset; level of theory: ωB97M-V with the def2-TZVPD basis set.

Properties
**Charge**: 0
**Relative energy (zero: lowest compared OMol25 entry of this formula, charge and spin)**: 0.0 kJ/mol
**Frontier orbital gap**: 9.99 eV
**Electronic energy**: -15711.3537 eV
**E_HOMO**: -9.9 eV

```
13
Properties=species:S:1:pos:R:3:forces:R:3
O -1.842866 0.726631 -1.602723 0.6 0.6 -1.2
O 1.083392 0.684740 -1.219350 0.2 0.1 -1.5
O -2.248061 -0.976414 1.494888 -1.2 0.1 -0.4
N 1.607786 -1.392258 -0.423410 -0.4 -0.9 1.6
N 0.403056 2.081399 2.288643 -0.3 0.2 -1.6
N 0.991462 0.302822 0.982483 0.8 -3.1 0.3
N -1.757297 0.355379 -0.322067 1.0 1.8 -1.3
N 0.617842 1.352941 1.451246 0.1 1.0 2.2
C -2.230847 -0.338932 0.495770 0.8 -1.9 2.4
C 1.223742 -0.119507 -0.325305 -1.0 2.6 0.4
H -0.928280 1.086266 -1.810468 -1.1 -0.6 0.5
H 1.803813 -1.739682 -1.332016 -0.1 -0.3 -0.5
H 1.276257 -2.023381 0.322305 0.6 0.5 -0.8
```
Positions in Å, forces in eV/Å.

And the natural (NBO) charges, in e, turn out to be:
1 O -0.497
2 O -0.663
3 O -0.538
4 N -0.803
5 N 0.006
6 N -0.414
7 N -0.259
8 N 0.277
9 C 0.771
10 C 0.769
11 H 0.518
12 H 0.413
13 H 0.420